# 1
The following is a DFT calculation (ωB97M-V/def2-TZVPD) of a 15-piece molecular cluster, C37H110N6O19 overall in a non-equilibrium geometry.

Each line ends with the Löwdin charge.
Positions of all 172 atoms, in Å:
C 13.906885 6.264674 22.896012  -0.166
O 14.467697 7.000431 21.835074  -0.129
H 14.327067 6.518329 23.874232  0.078
H 12.805193 6.472415 22.859357  0.082
H 14.043634 5.208029 22.633918  0.078
H 13.998310 7.816486 21.873482  0.009
C 13.309669 9.123399 18.838474  -0.056
O 13.245982 9.355901 17.350523  -0.162
H 14.344447 8.967022 19.150969  0.066
H 12.859831 10.031553 19.267950  0.062
H 12.833821 8.201369 19.113852  0.075
H 14.116408 9.106886 17.072602  0.001
C 17.210270 13.758818 15.291267  -0.217
O 17.729969 14.094356 16.504740  -0.093
H 16.742284 14.641474 14.875032  0.085
H 17.930878 13.532011 14.440635  0.096
H 16.463763 13.016967 15.325631  0.024
H 18.124970 13.310682 16.906989  0.070
C 13.381153 10.744569 22.336511  -0.179
O 12.747539 9.537337 22.314728  -0.131
H 14.360329 10.604435 21.914843  0.076
H 12.893312 11.510487 21.718182  0.063
H 13.474278 11.272720 23.314546  0.093
H 11.909138 9.668979 21.843980  0.040
C 14.877982 12.223151 17.189235  -0.112
O 13.673358 12.038901 16.388507  -0.154
H 14.812929 12.002406 18.252927  0.067
H 15.753534 11.633690 16.838935  0.068
H 15.184706 13.281913 17.130794  0.079
H 13.295252 11.153764 16.510689  0.053
C 21.380696 13.750674 18.502577  -0.067
C 22.134491 14.082924 17.248894  -0.431
C 21.570472 13.360820 16.029690  -0.252
O 21.574377 11.978146 16.104459  -0.158
C 20.864373 11.423974 15.031830  -0.103
N 22.017741 15.540493 16.901915  0.030
H 20.332890 14.039406 18.496181  0.069
H 21.828779 14.243620 19.427154  0.104
H 21.433893 12.709197 18.660132  0.040
H 23.225224 13.786992 17.326492  0.152
H 22.311441 13.723205 15.283322  0.130
H 20.551711 13.771789 15.836414  0.131
H 21.319244 11.660207 14.051731  0.103
H 19.895814 11.834928 14.972722  0.047
H 20.707061 10.380143 15.194286  0.084
H 22.688042 15.732636 16.152051  0.068
H 22.395372 16.079889 17.669471  0.061
C 11.285866 15.550737 21.790553  -0.026
C 12.242618 14.492191 21.210488  -0.435
C 13.003288 14.864463 19.945766  -0.208
O 12.103809 15.385115 18.987444  -0.197
C 12.655238 15.351916 17.661459  -0.071
N 13.283324 14.051758 22.115802  0.025
H 10.699923 15.100978 22.562330  0.068
H 10.648319 15.959143 20.985008  0.085
H 11.850481 16.363760 22.230689  0.076
H 11.703230 13.582405 20.947167  0.123
H 13.464077 13.913896 19.615827  0.114
H 13.835673 15.579544 20.341619  0.162
H 12.750933 14.288274 17.341155  0.087
H 13.616986 15.756622 17.569176  0.069
H 11.997510 15.939406 17.001183  0.091
H 13.491034 14.869978 22.713942  0.110
H 13.000514 13.297669 22.780274  0.090
C 10.779875 15.968551 9.386441  -0.063
C 11.667835 15.075789 10.244297  -0.382
C 12.116642 13.813564 9.365674  -0.248
O 11.211478 13.269232 8.515522  -0.168
C 10.094797 12.711104 9.187436  -0.097
N 12.983776 15.707182 10.573232  0.030
H 11.339046 16.315430 8.440034  0.116
H 10.512041 16.890683 9.945597  0.079
H 9.865541 15.435246 9.133677  0.054
H 11.244305 14.646927 11.143189  0.117
H 12.516293 13.073621 10.071653  0.114
H 13.010146 14.114161 8.813395  0.125
H 9.463182 12.192850 8.439844  0.096
H 9.429650 13.513059 9.583859  0.082
H 10.373583 11.952087 9.936823  0.092
H 13.393089 16.087835 9.761969  0.062
H 12.779697 16.459979 11.251327  0.104
C 8.156466 7.988832 23.111316  -0.051
C 9.541350 8.533811 22.548724  -0.403
C 9.260185 9.354477 21.284662  -0.181
O 10.446829 10.045701 20.862142  -0.232
C 10.280720 10.776082 19.639198  -0.066
N 10.168349 9.168443 23.711174  0.038
H 8.273797 7.134098 23.767330  0.075
H 7.394818 7.760995 22.385789  0.062
H 7.660835 8.802374 23.575153  0.053
H 10.245620 7.732801 22.249909  0.137
H 8.468075 10.041293 21.591104  0.129
H 8.944395 8.644264 20.530727  0.129
H 9.404301 11.387840 19.724187  0.071
H 10.317834 10.173196 18.724782  0.103
H 11.162064 11.424173 19.684581  0.076
H 9.597758 9.927321 24.090882  0.079
H 11.166897 9.377285 23.580124  0.052
C 9.117912 13.327999 13.339024  -0.064
C 9.946485 12.575786 14.329369  -0.440
C 9.896079 11.097027 14.065610  -0.211
O 10.714607 10.536976 15.088490  -0.226
C 10.589974 9.128262 15.312092  -0.096
N 11.382838 13.030209 14.308654  0.071
H 8.068103 13.023450 13.383595  0.087
H 9.473826 13.015272 12.367515  0.055
H 9.308814 14.386509 13.467762  0.075
H 9.616118 12.767421 15.370752  0.126
H 10.276841 10.942059 13.051087  0.110
H 8.862218 10.626528 14.158197  0.150
H 11.365965 8.883066 16.037788  0.056
H 10.817966 8.576758 14.306462  0.115
H 9.606062 8.822893 15.733868  0.091
H 11.815141 12.539664 13.511793  0.050
H 11.918114 12.683666 15.150018  0.061
C 17.080286 9.223042 15.826644  -0.041
C 17.327635 8.391396 17.116424  -0.386
C 17.876967 9.178969 18.304349  -0.232
O 19.243723 9.370455 18.240653  -0.148
C 19.673219 10.454535 19.011602  -0.106
N 16.068125 7.705101 17.523744  0.054
H 17.280124 8.520861 14.985022  0.088
H 17.878759 10.022969 15.750385  0.092
H 16.059761 9.621470 15.864108  0.048
H 18.090852 7.686756 16.791052  0.125
H 17.506815 8.747154 19.216823  0.121
H 17.357796 10.144225 18.223899  0.112
H 19.576981 11.397540 18.467447  0.069
H 20.691621 10.282034 19.225222  0.078
H 19.195246 10.568299 20.007318  0.092
H 15.490984 7.488620 16.711729  0.065
H 16.094440 6.902196 18.122260  0.077
C 15.825097 13.655816 11.989916  -0.256
C 14.626019 13.399985 12.978038  -0.217
O 14.847242 12.207957 13.754580  -0.128
O 15.687320 14.897984 11.398634  -0.068
H 15.841563 12.770050 11.329308  0.120
H 16.737109 13.692049 12.621954  0.100
H 13.671258 13.206138 12.463715  0.091
H 14.539042 14.300823 13.662824  0.136
H 14.364991 12.296934 14.609469  0.050
H 14.752810 15.009637 11.230244  0.011
C 17.628641 12.945216 20.316524  -0.284
C 16.383125 13.788926 20.407417  -0.266
O 15.401682 12.825121 20.725807  -0.151
O 17.885869 12.077487 21.386882  -0.037
H 18.447220 13.613802 20.156303  0.104
H 17.500762 12.395533 19.340140  0.104
H 16.151844 14.385788 19.452789  0.133
H 16.518927 14.548717 21.234096  0.132
H 14.602088 13.346488 21.113042  0.050
H 17.061427 11.817724 21.779004  0.069
C 13.438246 9.189879 12.339719  -0.257
C 14.481171 9.037568 13.401844  -0.285
O 13.985627 8.725007 14.663863  -0.075
O 12.367904 10.031779 12.656869  -0.079
H 12.988722 8.234757 12.041376  0.116
H 14.035080 9.604627 11.432590  0.152
H 14.914062 10.040368 13.591711  0.107
H 15.228151 8.366382 12.974553  0.122
H 13.391199 7.948943 14.534602  0.117
H 12.393456 10.168699 13.606965  0.048
C 9.536648 13.816298 18.294727  -0.259
C 9.377871 15.122895 17.583225  -0.189
O 8.083323 15.665372 18.089213  -0.080
O 8.525092 12.882683 17.922906  -0.073
H 9.505954 14.029406 19.367469  0.118
H 10.490282 13.397902 18.003632  0.111
H 9.307581 14.906806 16.522132  0.112
H 10.140789 15.853695 17.764711  0.083
H 7.807469 16.342446 17.465518  0.075
H 7.618185 13.232880 17.943891  0.098

Forces on atoms 1 to 2 (eV/Å):
C -1.306 -0.421 -0.662
O 0.835 -0.460 -0.109

* ΔE to the lowest compared entry with this formula, charge and spin: 19.05 kcal per mole
* HOMO level: -9.1 eV

=====

# 2
The following is a DFT calculation (ωB97M-V/def2-TZVPD) of a 3-piece molecular cluster, C5H13NO2 overall.

Each line ends with the natural charge from an NBO analysis.
Positions of all 21 atoms, in Å:
C -1.472258 -1.219515 -2.579746  -0.642
N 1.011604 -0.386520 -1.136215  -0.845
C -0.003830 -1.133492 -0.546023  0.127
C -1.103337 -1.562054 -1.170444  -0.275
C 0.737216 -2.587602 1.310884  -0.362
C 0.221413 -1.445553 0.886901  -0.225
H -0.786257 -0.602613 -3.154052  0.197
H -2.449125 -0.718370 -2.601974  0.219
H -1.601315 -2.115191 -3.201044  0.217
H 1.018967 -0.218409 -2.125089  0.382
H 1.950297 -0.485015 -0.794296  0.392
H -1.817226 -2.090672 -0.569290  0.211
H 1.077620 -3.360265 0.612804  0.194
H 0.843619 -2.832853 2.361803  0.202
H -0.129656 -0.741348 1.632722  0.214
H -0.066411 3.407558 2.141201  0.491
H -0.043439 4.807755 2.787817  0.463
O -0.094844 3.868837 2.995487  -0.956
H 0.727446 3.057637 -0.654678  0.476
H 0.299876 1.596393 -0.199835  0.496
O 0.512167 2.489337 0.090484  -0.977

Forces on atoms 1 to 2 (eV/Å):
C -0.715 -0.482 -0.462
N 0.263 0.839 -0.031

* ΔE to the lowest compared entry with this formula, charge and spin: 45.63 kcal per mole
* HOMO level: -8.3 eV
* SMILES: C=C/C(N)=C/C.O.O

=====

# 3
The following is a DFT calculation (ωB97M-V/def2-TZVPD) of C52H53N6P2ReS3 as an isolated structure in a non-equilibrium geometry.

Each line ends with the Löwdin spin population.
Positions of all 117 atoms, in Å:
Re -0.882888 -0.500128 -1.447669  1.124
C -5.306688 -6.150228 -1.080769  -0.001
C -4.236888 -5.134028 -0.849169  -0.003
C -2.987488 -5.475028 -0.341169  0.001
C -1.999688 -4.533028 -0.230069  -0.002
C -2.172588 -3.176528 -0.589969  0.004
N -1.090688 -2.333128 -0.567269  0.004
C 0.096012 -2.831928 0.005831  0.000
C 1.137312 -3.250128 -0.926369  -0.001
C 2.304612 -3.759328 -0.540969  -0.025
C 2.693612 -3.899528 0.890831  -0.003
C 3.431012 -5.219928 1.087031  -0.001
C 1.525712 -3.682528 1.881531  0.006
C 0.250712 -3.130728 1.326531  0.053
N -0.748288 -2.919328 2.260031  0.006
C -0.841388 -3.467028 3.503731  0.006
C -2.007388 -3.011328 4.054531  0.005
C -2.559888 -2.174628 3.071631  0.009
N -1.796888 -2.131228 2.001931  0.002
C -3.474788 -2.821328 -1.033869  -0.003
C -4.450288 -3.807328 -1.169269  0.001
N -3.840088 -1.507328 -1.381469  0.000
C -5.087688 -1.061428 -1.654369  0.015
C -5.014888 0.288872 -1.904369  0.001
C -3.672188 0.605672 -1.768169  0.013
N -2.979788 -0.483228 -1.444269  0.005
H -4.875788 -7.129528 -1.268869  0.000
H -5.915688 -5.872328 -1.938069  0.000
H -5.955988 -6.228128 -0.208669  0.000
H -2.784288 -6.498128 -0.070669  0.000
H -1.029788 -4.858228 0.109731  0.000
H 0.877412 -3.205828 -1.975369  -0.001
H 3.003812 -4.135828 -1.269969  -0.001
H 4.289712 -5.263728 0.419831  0.000
H 2.782312 -6.063228 0.855531  0.000
H 3.779612 -5.331028 2.110431  0.000
H 1.312912 -4.569128 2.482731  0.002
H -0.121488 -4.153428 3.896931  0.000
H -2.408688 -3.236728 5.017431  0.000
H -3.472488 -1.621728 3.115731  0.001
H -5.412488 -3.550728 -1.577669  0.000
H -5.957788 -1.680228 -1.681069  0.001
H -5.818388 0.949072 -2.147269  0.000
H -3.189488 1.561072 -1.866869  0.001
C 3.019912 0.068172 -4.061669  0.002
C 1.605312 -0.028028 -3.592769  -0.015
S 1.417012 -0.497128 -1.947269  -0.106
C 0.536712 0.252872 -4.385969  -0.077
C 0.696612 0.817472 -5.758169  -0.010
S -1.076388 -0.090128 -3.866669  -0.060
H 3.659112 -0.497328 -3.388369  0.001
H 3.351512 1.105872 -4.066869  0.000
H 3.121812 -0.328828 -5.069069  0.000
H 1.371212 1.675572 -5.738869  -0.004
H -0.272688 1.124072 -6.141469  0.001
H 1.119412 0.065772 -6.427369  -0.003
C 5.905012 2.930272 -1.459369  0.000
S 4.112212 2.966872 -1.714369  0.000
C 3.631512 3.995372 -0.269069  0.000
C 2.128512 3.926272 -0.031269  0.000
C 1.753312 2.446572 0.071431  -0.002
N 0.480812 2.068272 0.686231  0.000
P -0.824088 1.669072 -0.326569  0.032
C -0.852288 3.169772 -1.374069  0.015
C -0.748988 4.407672 -0.737769  0.002
C -0.925288 5.575572 -1.455269  0.001
C -1.180988 5.527172 -2.817269  0.000
C -1.236288 4.304672 -3.464969  0.000
C -1.082888 3.132172 -2.742469  0.001
C -2.334188 1.883672 0.699731  -0.002
C -3.015288 3.093972 0.795731  -0.001
C -4.279688 3.160772 1.353231  0.000
C -4.896088 2.013172 1.816531  0.000
C -4.213288 0.808772 1.759831  0.000
C -2.944288 0.737572 1.210831  0.002
P 0.520112 1.079172 2.133131  0.002
C 1.577112 2.256172 3.068931  0.000
C 0.927512 3.349172 3.637031  0.000
C 1.644312 4.300672 4.339431  0.000
C 3.018012 4.172172 4.477031  0.000
C 3.670212 3.092872 3.905631  0.000
C 2.953612 2.133772 3.210131  0.000
C 1.708712 -0.327028 1.851631  0.002
C 2.666712 -0.465628 0.763331  0.001
C 3.497912 -1.499028 0.650431  -0.002
C 3.441612 -2.685828 1.535931  -0.002
C 2.358712 -2.597928 2.635531  0.005
C 1.641812 -1.297428 2.777131  0.002
H 6.295812 2.151372 -2.105769  0.000
H 6.118312 2.692672 -0.420369  0.000
H 6.338912 3.888572 -1.729669  0.000
H 3.961812 5.016172 -0.459569  0.000
H 4.172712 3.597072 0.590831  0.000
H 1.615812 4.414572 -0.857169  0.000
H 1.900012 4.449572 0.897531  0.000
H 2.536012 2.017172 0.691831  0.000
H 1.816412 2.020572 -0.934769  -0.003
H -0.518688 4.447272 0.316831  0.000
H -0.873188 6.525972 -0.945569  0.000
H -1.332788 6.440072 -3.372369  0.000
H -1.417088 4.260472 -4.529969  0.000
H -1.148188 2.181372 -3.252569  0.000
H -2.585488 4.002772 0.413831  0.000
H -4.797888 4.107972 1.389531  0.000
H -5.898888 2.057772 2.216331  0.000
H -4.708388 -0.085928 2.109631  0.000
H -2.424288 -0.213028 1.163331  0.002
H -0.145788 3.434972 3.521131  0.000
H 1.132012 5.147672 4.767831  0.000
H 3.578012 4.910972 5.028931  0.000
H 4.743712 2.998372 3.990631  0.000
H 3.470812 1.288472 2.776131  0.000
H 2.756112 0.314972 0.038031  -0.001
H 4.234312 -1.516728 -0.142069  0.000
H 4.441712 -2.945428 1.893831  0.000
H 2.700712 -2.957728 3.607231  0.000
H 0.991912 -1.191528 3.636331  0.000

Forces on atoms 1 to 2 (eV/Å):
Re 0.562 -1.813 -0.729
C -0.092 -0.031 0.097

* 2S+1: 2
* HOMO level (alpha / beta): -9.6 / -9.8 eV
* charge: +1

=====

# 4
The following is a DFT calculation (ωB97M-V/def2-TZVPD) of a 6-piece molecular cluster, H12O6 overall in a non-equilibrium geometry.

Each line ends with the natural charge from an NBO analysis.
Positions of all 18 atoms, in Å:
O -18.652312 12.603431 31.183426  -0.574
H -19.270038 13.334395 31.165174  0.491
H -18.314842 12.552032 30.289160  0.487
O -20.455065 10.576826 28.782299  -0.949
H -21.103981 10.779272 29.456213  0.496
H -20.398827 11.374374 28.256000  0.473
O -17.057418 10.146747 25.470513  -0.976
H -16.925159 11.082081 25.315964  0.488
H -16.678879 9.720573 24.701540  0.505
O -17.712505 10.671208 28.123416  -0.880
H -18.570638 10.422140 28.466648  0.507
H -17.648140 10.215305 27.284226  0.509
O -16.236641 12.878895 29.421043  -0.679
H -16.006277 13.698444 28.983421  0.495
H -16.573697 12.319617 28.721173  0.505
O -15.403656 8.041769 26.870910  -0.843
H -15.657702 8.872577 26.469093  0.471
H -16.227080 7.661387 27.176697  0.472

Forces on atoms 1 to 2 (eV/Å):
O 0.397 -0.412 0.339
H -0.561 0.717 0.253

* ΔE to the lowest compared entry with this formula, charge and spin: 34.07 kcal per mole
* 2S+1: 2
* HOMO level (alpha / beta): -15.1 / -14.0 eV
* charge: +1

=====

Q: What is the formula in the fourth record?
A: H12O6